Density functional theory data (wB97M-V/def2-TZVPD) for one molecule with the formula C2H2O2S2 at a distorted geometry.

Each line ends with the Mulliken spin population.
Positions of all 8 atoms, in Å:
C (2.205, -0.786, -0.317)  0.303
C (1.466, -0.013, 0.193)  0.002
O (-2.485, 0.865, 1.055)  0.071
O (-1.508, 0.755, -1.287)  0.080
S (0.473, 1.183, 0.956)  1.125
S (-1.418, 0.490, 0.130)  0.223
H (2.678, -1.411, -1.073)  0.004
H (-1.412, -1.082, 0.343)  0.193

Values from the calculation:
Energy relative to the best compared isomer or geometry (same formula, charge and spin): 388.72 kJ/mol
Multiplicity: 3
HOMO level (alpha / beta): -6.705 / -10.456 eV
Gap between HOMO and LUMO (alpha / beta): 7.100 / 6.193 eV
LUMO (alpha / beta): 0.01451 / -0.15667 Eh

=====

Density functional theory data (wB97M-V/def2-TZVPD) for C15H21O18Pb as an isolated structure at a distorted geometry.

Each line ends with the Löwdin charge.
Positions of all 55 atoms, in Å:
Pb (1.111, 2.317, 2.032)  1.495
O (-0.817, 3.263, 7.934)  0.122
C (-0.535, 4.016, 6.942)  -0.901
O (0.000, 5.135, 7.097)  -0.009
O (-0.392, 3.536, 5.789)  -0.038
H (-0.701, 3.825, 8.703)  0.113
O (0.429, 7.913, -0.027)  0.086
C (0.459, 6.681, 0.503)  -0.966
O (0.771, 6.406, 1.630)  0.006
O (0.102, 5.750, -0.223)  -0.083
H (0.230, 7.368, -0.792)  0.059
O (6.381, 1.933, 4.478)  0.065
C (5.089, 2.072, 4.082)  -0.881
O (4.443, 3.139, 4.220)  -0.063
O (4.510, 1.154, 3.499)  -0.104
H (6.607, 1.043, 4.199)  0.086
C (2.797, -1.832, -5.720)  -0.014
C (1.745, -0.829, -5.246)  -0.363
C (0.527, -1.485, -4.739)  -0.141
O (0.288, -0.824, -3.580)  0.127
C (1.300, -0.112, -3.229)  -0.577
O (1.325, 0.619, -2.227)  0.117
O (2.217, -0.170, -4.151)  0.141
H (3.711, -1.357, -6.077)  0.084
H (2.492, -2.449, -6.566)  0.087
H (3.143, -2.511, -4.941)  0.090
H (1.442, -0.157, -6.049)  0.162
H (0.824, -2.493, -4.451)  0.139
H (-0.246, -1.483, -5.507)  0.151
C (-7.404, 1.424, -1.069)  -0.021
C (-6.193, 0.632, -0.575)  -0.340
C (-5.147, 0.363, -1.614)  -0.052
O (-4.040, 1.171, -1.157)  0.130
C (-4.233, 1.586, 0.015)  -0.634
O (-3.381, 2.030, 0.787)  0.123
O (-5.469, 1.349, 0.380)  0.114
H (-7.030, 2.407, -1.354)  0.098
H (-8.207, 1.372, -0.334)  0.086
H (-7.837, 0.965, -1.958)  0.082
H (-6.704, -0.218, -0.121)  0.151
H (-5.484, 0.609, -2.620)  0.132
H (-4.874, -0.690, -1.690)  0.135
C (1.678, -6.528, 0.965)  -0.014
C (2.305, -5.202, 1.472)  -0.283
C (2.882, -4.291, 0.406)  -0.108
O (2.513, -3.028, 0.908)  0.079
C (1.387, -3.105, 1.622)  -0.509
O (0.646, -2.132, 1.873)  0.100
O (1.202, -4.401, 1.897)  0.070
H (1.284, -6.471, -0.050)  0.079
H (0.821, -6.828, 1.567)  0.085
H (2.494, -7.250, 1.005)  0.082
H (2.898, -5.353, 2.374)  0.159
H (2.680, -4.622, -0.612)  0.129
H (3.966, -4.260, 0.299)  0.136

Values from the calculation:
Total charge: -1
HOMO level: -4.142 eV
Gap between HOMO and LUMO: 3.121 eV
LUMO: -0.03751 Eh

=====

Density functional theory data (wB97M-V/def2-TZVPD) for one molecule with the formula C21H23ClN2O3S.

Each line ends with the Löwdin charge.
Positions of all 51 atoms, in Å:
C (2.148, 1.836, -2.369)  -0.052
O (2.215, 2.184, -1.007)  -0.114
C (1.104, 2.029, -0.225)  -0.184
C (-0.142, 1.696, -0.730)  0.016
C (-1.252, 1.537, 0.095)  -0.266
C (-2.553, 1.234, -0.514)  -0.715
S (-3.023, 2.100, -1.845)  0.706
N (-3.349, 0.306, 0.030)  -0.116
C (-2.894, -0.694, 0.974)  -0.159
C (-3.371, -2.071, 0.520)  -0.164
C (-4.901, -2.155, 0.562)  -0.193
C (-5.517, -0.761, 0.398)  -0.177
C (-4.673, 0.100, -0.529)  -0.215
C (-1.113, 1.760, 1.461)  -0.043
C (0.122, 2.092, 1.977)  -0.001
C (1.245, 2.208, 1.165)  -0.209
O (2.408, 2.459, 1.851)  -0.031
C (3.649, 2.573, 1.197)  -0.078
C (4.111, 1.330, 0.429)  -0.450
O (5.025, 1.378, -0.359)  0.083
N (3.414, 0.209, 0.763)  0.135
C (3.376, -1.006, 0.088)  -0.235
C (4.381, -1.414, -0.786)  -0.003
C (4.291, -2.629, -1.438)  -0.075
C (3.206, -3.463, -1.229)  -0.091
C (2.195, -3.073, -0.366)  -0.110
C (2.282, -1.855, 0.280)  -0.558
Cl (0.989, -1.366, 1.342)  0.762
H (1.815, 0.802, -2.502)  0.103
H (1.489, 2.511, -2.923)  0.102
H (3.168, 1.937, -2.736)  0.101
H (-0.280, 1.557, -1.790)  0.092
H (-1.804, -0.666, 1.022)  0.082
H (-3.285, -0.480, 1.976)  0.131
H (-2.926, -2.835, 1.158)  0.112
H (-3.011, -2.238, -0.497)  0.119
H (-5.250, -2.813, -0.234)  0.108
H (-5.230, -2.583, 1.510)  0.107
H (-5.594, -0.266, 1.367)  0.113
H (-6.525, -0.839, -0.010)  0.114
H (-4.589, -0.367, -1.519)  0.124
H (-5.133, 1.082, -0.675)  0.091
H (-1.968, 1.695, 2.116)  0.120
H (0.253, 2.259, 3.034)  0.125
H (4.369, 2.768, 2.000)  0.145
H (3.671, 3.418, 0.502)  0.143
H (2.680, 0.321, 1.456)  0.090
H (5.219, -0.758, -0.949)  0.106
H (5.078, -2.927, -2.113)  0.106
H (3.138, -4.413, -1.735)  0.102
H (1.339, -3.708, -0.195)  0.103

Values from the calculation:
Energy relative to the best compared isomer or geometry (same formula, charge and spin): 170.59 kJ/mol
HOMO level: -7.826 eV
Gap between HOMO and LUMO: 8.322 eV
SMILES: COc1cc(C(=S)N2CCCCC2)ccc1OCC(=O)Nc1ccccc1Cl
LUMO: 0.01821 Eh

=====

Density functional theory data (wB97M-V/def2-TZVPD) for one molecule with the formula C5H7B at a distorted geometry.

Each line ends with the Löwdin charge.
Positions of all 13 atoms, in Å:
B (0.367, -1.745, 0.022)  -0.366
C (-1.196, -0.778, -0.106)  -0.008
C (-0.969, 0.491, 0.153)  -0.212
C (1.652, 0.553, 0.171)  -0.103
C (1.607, -0.711, -0.167)  0.186
C (0.289, 1.260, -0.104)  -0.170
H (0.490, -1.936, 1.247)  0.057
H (0.394, -2.740, -0.671)  0.015
H (-2.141, -1.401, -0.057)  0.106
H (-1.881, 1.002, 0.491)  0.109
H (2.589, 1.011, 0.514)  0.122
H (0.136, 1.640, -1.125)  0.116
H (0.512, 2.272, 0.444)  0.146

Values from the calculation:
Energy relative to the best compared isomer or geometry (same formula, charge and spin): 400.45 kJ/mol
HOMO level: -9.047 eV
Gap between HOMO and LUMO: 7.427 eV
LUMO: -0.05955 Eh

=====

Density functional theory data (wB97M-V/def2-TZVPD) for one molecule with the formula CHOPS at a distorted geometry.

Each line ends with the Löwdin charge.
Positions of all 5 atoms, in Å:
C (-0.103, -0.144, -0.905)  -0.848
O (0.920, 1.504, 1.066)  -0.495
P (0.554, 0.145, 0.681)  0.575
S (-0.541, -1.263, -1.879)  0.763
H (-0.830, -0.243, 1.037)  0.005

Values from the calculation:
Energy relative to the best compared isomer or geometry (same formula, charge and spin): 150.83 kJ/mol
HOMO level (alpha / beta): -8.821 / -8.818 eV
Gap between HOMO and LUMO (alpha / beta): 6.867 / 6.861 eV
LUMO (alpha / beta): -0.07182 / -0.07191 Eh

=====

Density functional theory data (wB97M-V/def2-TZVPD) for a 8-piece molecular cluster, C49H66BBrClN3O26 overall at a distorted geometry.

Each line ends with the Löwdin charge.
Positions of all 147 atoms, in Å:
C (-1.515, 0.679, 5.517)  -0.072
C (-2.943, 1.223, 5.645)  -0.271
O (-3.945, 0.225, 5.767)  -0.130
C (-4.016, -0.652, 4.665)  -0.199
C (-4.372, 0.018, 3.340)  -0.195
O (-4.275, -0.909, 2.269)  -0.141
C (-4.707, -0.275, 1.072)  -0.174
C (-4.493, -1.258, -0.093)  -0.171
O (-3.234, -0.981, -0.680)  -0.113
C (-2.542, -2.137, -1.152)  -0.129
C (-1.051, -1.976, -0.821)  -0.066
C (-0.450, -2.782, 0.097)  -0.077
C (-1.156, -3.910, 0.830)  -0.127
C (-2.261, -3.467, 1.833)  -0.086
C (-2.435, -4.574, 2.877)  -0.193
C (-2.666, -4.333, 4.215)  -0.039
C (-2.791, -5.373, 5.111)  -0.098
C (-2.706, -6.687, 4.727)  -0.096
C (-2.512, -6.941, 3.374)  -0.085
C (-2.377, -5.908, 2.485)  -0.065
C (0.949, -2.541, 0.371)  -0.078
C (1.711, -3.396, 1.388)  -0.220
N (2.255, -4.629, 0.829)  0.044
C (1.629, -1.570, -0.296)  -0.131
C (3.107, -1.318, -0.002)  -0.014
B (3.199, -0.269, 1.197)  -0.589
O (4.477, 0.124, 1.674)  0.097
O (2.095, 0.267, 1.842)  0.159
C (1.006, -0.756, -1.279)  -0.153
N (1.784, 0.169, -1.929)  0.145
C (1.102, 0.819, -2.813)  -0.583
Cl (2.005, 2.004, -3.748)  0.802
C (-0.295, 0.674, -3.093)  -0.325
C (-1.029, 1.482, -4.152)  -0.587
Br (-0.395, 0.962, -5.952)  0.709
C (-1.039, 3.018, -3.880)  -0.263
C (-0.539, 3.873, -5.071)  -0.173
N (-1.016, -0.209, -2.451)  0.217
C (-0.348, -0.963, -1.524)  -0.147
H (-1.370, 0.325, 4.483)  0.065
H (-0.747, 1.442, 5.682)  0.076
H (-1.330, -0.188, 6.160)  0.085
H (-3.162, 1.931, 4.833)  0.104
H (-2.988, 1.811, 6.570)  0.120
H (-4.799, -1.385, 4.900)  0.137
H (-3.100, -1.249, 4.520)  0.097
H (-5.383, 0.454, 3.417)  0.138
H (-3.684, 0.846, 3.093)  0.107
H (-4.204, 0.680, 0.895)  0.106
H (-5.801, -0.153, 1.167)  0.130
H (-5.331, -1.096, -0.790)  0.128
H (-4.573, -2.264, 0.335)  0.114
H (-2.923, -3.074, -0.738)  0.098
H (-2.600, -2.203, -2.250)  0.129
H (-0.432, -4.571, 1.310)  0.094
H (-1.624, -4.527, 0.057)  0.099
H (-1.991, -2.508, 2.279)  0.123
H (-3.208, -3.437, 1.290)  0.090
H (-2.719, -3.317, 4.598)  0.093
H (-2.953, -5.178, 6.171)  0.106
H (-2.794, -7.523, 5.414)  0.101
H (-2.466, -7.975, 3.038)  0.106
H (-2.212, -6.168, 1.450)  0.091
H (1.003, -3.690, 2.172)  0.114
H (2.492, -2.829, 1.889)  0.086
H (1.539, -5.306, 0.606)  0.067
H (2.879, -4.469, 0.050)  0.068
H (3.637, -2.223, 0.304)  0.107
H (3.619, -0.832, -0.841)  0.109
H (4.696, 0.925, 1.175)  0.101
H (1.948, 1.185, 1.580)  0.110
H (-2.065, 1.143, -4.131)  0.089
H (-2.035, 3.413, -3.657)  0.112
H (-0.389, 3.291, -3.045)  0.076
H (-1.210, 3.750, -5.927)  0.043
H (-0.570, 4.945, -4.836)  0.072
H (0.493, 3.652, -5.348)  0.024
O (-3.470, -5.780, -0.250)  0.144
C (-4.415, -6.482, -0.074)  -0.544
O (-4.380, -7.650, 0.607)  0.062
C (-5.729, -8.078, 0.806)  -0.112
C (-6.459, -7.384, -0.318)  -0.116
O (-5.662, -6.216, -0.528)  0.072
H (-5.803, -9.162, 0.752)  0.134
H (-6.061, -7.748, 1.792)  0.137
H (-6.472, -7.972, -1.237)  0.134
H (-7.480, -7.115, -0.056)  0.134
O (-2.590, 5.539, -1.049)  0.169
C (-2.236, 4.576, -0.450)  -0.554
O (-1.510, 3.561, -0.987)  0.037
C (-1.090, 2.713, 0.083)  -0.105
C (-2.118, 3.001, 1.151)  -0.112
O (-2.503, 4.344, 0.861)  0.071
H (-1.084, 1.668, -0.227)  0.125
H (-0.080, 3.002, 0.386)  0.133
H (-2.994, 2.360, 1.069)  0.107
H (-1.713, 2.922, 2.158)  0.134
O (2.117, -4.609, 4.781)  0.175
C (3.244, -4.252, 4.695)  -0.555
O (4.117, -4.193, 5.737)  0.063
C (5.415, -3.941, 5.202)  -0.123
C (5.104, -3.281, 3.879)  -0.118
O (3.837, -3.845, 3.541)  0.032
H (5.990, -3.301, 5.868)  0.132
H (5.939, -4.891, 5.083)  0.133
H (4.997, -2.197, 3.965)  0.129
H (5.843, -3.504, 3.113)  0.135
O (-2.480, 5.296, -7.459)  0.164
C (-2.650, 6.341, -6.923)  -0.557
O (-2.845, 7.514, -7.579)  0.061
C (-3.236, 8.492, -6.619)  -0.127
C (-2.673, 7.935, -5.335)  -0.120
O (-2.678, 6.526, -5.573)  0.049
H (-2.827, 9.468, -6.871)  0.131
H (-4.326, 8.557, -6.604)  0.132
H (-1.646, 8.257, -5.152)  0.135
H (-3.280, 8.182, -4.467)  0.135
O (2.370, 4.813, 4.676)  0.168
C (3.221, 4.017, 4.454)  -0.566
O (3.319, 2.805, 5.055)  0.064
C (4.321, 2.056, 4.360)  -0.118
C (5.167, 3.136, 3.734)  -0.121
O (4.229, 4.199, 3.556)  0.059
H (4.883, 1.429, 5.050)  0.136
H (3.836, 1.421, 3.619)  0.101
H (5.969, 3.478, 4.392)  0.133
H (5.598, 2.835, 2.782)  0.124
O (7.820, 1.881, -7.044)  0.163
C (6.922, 1.579, -6.329)  -0.566
O (6.902, 0.473, -5.542)  0.062
C (5.773, 0.579, -4.668)  -0.113
C (4.857, 1.507, -5.425)  -0.146
O (5.778, 2.297, -6.187)  0.044
H (5.330, -0.397, -4.488)  0.134
H (6.104, 1.001, -3.716)  0.133
H (4.195, 0.974, -6.111)  0.138
H (4.257, 2.132, -4.770)  0.039
O (2.454, 5.197, -3.215)  0.146
C (3.458, 5.452, -3.794)  -0.565
O (4.316, 4.527, -4.302)  0.026
C (5.270, 5.218, -5.119)  -0.120
C (5.235, 6.614, -4.546)  -0.117
O (3.903, 6.711, -4.038)  0.066
H (6.249, 4.755, -5.046)  0.131
H (4.938, 5.180, -6.157)  0.139
H (5.938, 6.747, -3.721)  0.133
H (5.420, 7.381, -5.295)  0.134

Values from the calculation:
HOMO level: -8.500 eV
Gap between HOMO and LUMO: 8.189 eV
SMILES: CCOCCOCCOCc1c(CCc2ccccc2)c(CN)c(CB(O)O)c2nc(Cl)c([C@H](Br)CC)nc12.O=C1OCCO1.O=C1OCCO1.O=C1OCCO1.O=C1OCCO1.O=C1OCCO1.O=C1OCCO1.O=C1OCCO1
LUMO: -0.01142 Eh